The following is a quantum chemistry calculation of a molecular structure, C19H49N9O13Zn2 in a non-equilibrium geometry, from OMol25.

The geometry in XYZ format:
```
92
Properties=species:S:1:pos:R:3:forces:R:3
Zn -3.7596 1.4577 1.2760 0.0 -1.4 -0.6
Zn -2.6224 0.1936 -1.5173 -0.6 -0.9 0.3
C -1.6062 -0.1417 0.8881 -6.5 6.4 -5.9
O -1.7352 0.9546 1.5763 4.5 1.0 3.8
O -0.9804 -0.2267 -0.2297 4.8 -1.3 1.2
O -2.8744 -0.3471 0.5671 -3.6 -4.2 0.5
C -4.8357 1.3464 -1.0127 2.2 -5.2 2.2
O -4.7673 0.4251 -1.8886 -2.6 -0.6 -2.3
O -5.4434 1.1878 0.1025 -1.8 1.4 0.2
O -3.7011 1.9132 -0.9317 3.3 4.2 1.0
C -3.9231 1.0107 4.3054 1.3 0.7 0.8
O -4.4023 1.3016 3.2048 -0.4 0.0 -0.5
N -2.7474 1.5131 4.7683 -0.3 -0.3 -0.8
N -4.5696 0.2519 5.2232 -0.4 0.2 -0.6
H -2.0493 1.8010 4.0937 0.0 0.2 0.1
H -2.4278 1.2055 5.6686 0.2 0.2 0.0
H -5.4496 -0.1229 4.9094 0.1 -0.3 0.3
H -3.9679 -0.2314 5.8636 -0.5 -0.3 0.2
C 0.8166 2.8994 4.0036 -0.5 -1.2 2.4
O -0.1817 3.5052 4.3978 0.6 0.0 -0.5
N 0.8036 1.9679 3.0237 -0.9 0.6 -1.1
N 2.0018 2.8012 4.7233 -0.2 0.7 -1.4
H 1.6760 1.6343 2.6048 -0.1 0.0 0.3
H -0.0345 2.0038 2.4562 0.1 -0.3 -0.3
H 2.7044 2.3858 4.1351 0.6 -0.2 0.9
H 2.0766 2.9541 5.7085 0.1 0.3 -0.1
C -3.4465 -2.6609 -2.2852 -2.3 1.9 0.2
O -2.6132 -1.7372 -2.2531 0.8 -0.7 -0.4
N -3.1231 -3.9471 -2.2844 1.8 -0.1 -0.2
N -4.7688 -2.3653 -2.3279 0.0 -0.9 -0.1
H -3.7269 -4.7422 -2.3515 -0.2 0.2 -0.1
H -2.1143 -4.0437 -2.3252 -0.1 -0.7 0.0
H -5.0903 -1.4014 -2.2993 0.2 0.2 0.4
H -5.3655 -3.1080 -2.0062 -0.4 0.3 -0.1
C 6.0378 2.5164 -0.1247 -0.5 0.1 -2.0
O 5.1854 1.3865 -0.3260 -0.4 -0.4 0.8
C 3.8153 1.7212 -0.5629 -0.4 0.6 0.5
C 3.0903 2.1042 0.7515 0.4 0.5 -1.0
N 3.1448 1.0397 1.7326 0.2 1.1 0.6
C 2.4854 -0.2295 1.4137 1.7 -0.1 0.0
C 2.5528 -1.1484 2.6394 -1.3 0.8 -0.4
O 3.8868 -1.3800 2.9758 0.8 0.1 -0.5
C 4.2116 -2.3643 3.9388 -1.4 -0.2 0.1
H 6.1417 2.9755 -1.1182 0.1 0.2 0.0
H 7.0436 2.1847 0.1131 -0.2 -0.1 0.6
H 5.6288 3.3220 0.4852 0.1 -0.4 0.6
H 3.2213 0.8889 -0.9397 0.8 -0.4 -0.4
H 3.7948 2.5238 -1.3051 -0.3 0.1 0.0
H 2.0583 2.4332 0.6006 -0.1 -0.3 -0.4
H 3.5780 3.0225 1.0926 0.1 -0.3 0.7
H 4.1300 0.9425 1.9461 -0.1 -0.7 0.2
H 3.0760 -0.7001 0.6188 -0.4 -0.3 -0.2
H 1.4622 -0.0499 1.0796 -0.1 -0.1 0.1
H 1.9660 -2.0380 2.3892 0.4 -0.4 0.2
H 1.9880 -0.6111 3.4119 0.2 -0.2 0.4
H 4.9284 -3.0844 3.5474 0.3 0.3 0.0
H 3.3184 -2.9531 4.1742 0.0 0.0 0.1
H 4.5312 -1.8878 4.8656 0.3 -0.1 0.0
C 0.3889 1.3336 -2.5944 0.0 -0.4 0.1
C -0.8989 1.9787 -3.1063 0.5 0.4 -1.1
C -0.6785 2.7042 -4.4533 1.5 -1.1 -0.4
O 0.1767 3.8286 -4.3364 -1.4 -0.4 0.4
C -0.5543 4.9679 -3.9080 0.7 1.2 -0.8
N -1.9150 0.9192 -3.3336 0.0 1.3 -0.9
H 0.3149 0.2436 -2.5439 -0.4 0.0 0.0
H 0.5525 1.6362 -1.5617 0.5 0.1 -0.1
H 1.2315 1.4846 -3.2693 0.1 0.6 0.3
H -1.2319 2.7565 -2.4186 -0.5 -0.4 0.3
H -1.6015 2.8317 -5.0320 -0.2 0.8 0.4
H -0.1141 2.0269 -5.1080 0.1 -0.2 0.1
H -0.7796 5.5741 -4.7938 -0.3 -0.1 0.0
H 0.1297 5.5955 -3.3352 -0.2 -0.2 0.4
H -1.4961 4.8000 -3.3860 0.2 -0.4 0.2
H -2.6653 1.3888 -3.8453 -0.6 0.0 0.7
H -1.5476 0.3952 -4.1283 0.3 -0.8 0.6
C -1.0441 -4.6975 -0.1347 -1.4 -0.7 0.2
C 0.4263 -4.5039 -0.3477 0.1 1.7 1.0
C 0.6617 -3.5536 -1.5409 -0.3 -0.7 -0.6
O -0.0036 -4.0636 -2.6873 -0.6 -0.9 -0.1
C 0.0142 -3.2263 -3.8024 0.7 1.2 -0.3
N 0.8973 -3.7672 0.8500 0.4 -0.3 -0.1
H -1.5511 -3.7314 -0.0507 0.2 0.2 -0.3
H -1.3742 -5.2058 0.7754 0.8 -0.1 0.3
H -1.5643 -5.2617 -0.9052 0.4 0.0 -0.2
H 1.0446 -5.4007 -0.3484 -0.3 -0.2 -0.6
H 1.7358 -3.4824 -1.7539 0.1 0.1 0.0
H 0.2533 -2.5522 -1.3623 0.1 0.0 0.5
H 1.0466 -2.9094 -3.9985 0.0 -0.1 -0.2
H -0.5603 -2.3029 -3.6546 -0.1 -0.1 0.3
H -0.3910 -3.6919 -4.6993 0.0 -0.5 0.3
H 0.2664 -2.9916 1.0240 0.1 0.1 -0.1
H 1.8020 -3.3758 0.6037 0.0 0.2 0.3
```
Positions in Å, forces in eV/Å.

The calculation puts the largest force on an atom at 10.9 eV/Å. The value obtained for the energy above the lowest of the compared OMol25 structures with the same formula, charge and spin is 0.0 kJ/mol. The value obtained for the orbital gap is 8.157 eV. The value obtained for the total energy is -5782.98450 hartree. For the highest occupied orbital energy, the calculation gives -8.0540 eV.